C34H88BeN6O10 as an isolated structure. Source: the Open Molecules 2025 dataset; level of theory: ωB97M-V with the def2-TZVPD basis set.

As for the HOMO energy: -6.9431 eV. Its LUMO energy is 0.66 eV. The value obtained for the molar mass is 750.12 g mol⁻¹.

CARTESIAN COORDINATES (ANGSTROEM)
Be 0.05 0.07 -1.11
C -1.74 -1.70 -4.46
C -1.96 -0.21 -4.38
C -3.35 0.18 -4.71
O -1.48 0.32 -3.16
H -0.78 -2.21 -4.32
H -2.10 -2.01 -5.44
H -2.35 -2.33 -3.81
H -1.40 0.19 -5.23
H -3.68 -0.07 -5.71
H -3.41 1.26 -4.56
H -4.10 -0.15 -3.99
C 4.56 0.57 0.35
C 3.55 -0.61 0.33
C 3.84 -1.37 1.58
O 2.23 -0.11 0.05
H 5.59 0.22 0.45
H 4.31 1.35 1.06
H 4.76 1.03 -0.62
H 3.87 -1.32 -0.44
H 4.90 -1.60 1.58
H 3.06 -2.11 1.74
H 3.74 -0.57 2.31
C 2.16 5.28 -0.12
O 0.91 5.23 0.44
C 0.74 3.99 1.12
C 0.88 2.72 0.30
N -0.16 2.53 -0.68
C 0.15 3.30 -1.93
C 1.32 2.74 -2.84
O 1.27 1.32 -2.89
C 2.43 0.80 -3.48
H 2.31 6.10 -0.82
H 2.64 4.44 -0.63
H 2.84 5.39 0.73
H -0.23 4.02 1.60
H 1.34 3.77 2.01
H 0.64 1.94 1.01
H 1.90 2.51 -0.03
H -1.00 2.99 -0.36
H 0.23 4.38 -1.81
H -0.75 3.28 -2.55
H 2.20 3.04 -2.28
H 1.38 3.34 -3.75
H 2.56 1.02 -4.54
H 2.37 -0.29 -3.45
H 3.28 1.08 -2.86
C 2.77 5.42 6.24
O 2.96 4.05 5.93
C 3.37 3.75 4.66
C 3.20 2.25 4.21
N 1.85 1.81 3.94
C 0.93 1.91 5.11
C -0.50 1.48 4.75
O -0.85 0.14 5.01
C -1.20 -0.21 6.31
H 1.75 5.72 6.00
H 3.52 6.18 6.00
H 2.82 5.54 7.32
H 4.40 4.07 4.80
H 2.91 4.43 3.94
H 3.59 1.49 4.89
H 3.85 2.19 3.33
H 1.92 0.94 3.44
H 0.78 2.94 5.46
H 1.26 1.38 6.01
H -0.53 1.51 3.66
H -1.13 2.18 5.31
H -0.38 -0.44 7.00
H -1.71 -1.16 6.16
H -2.04 0.42 6.63
C 2.78 -3.89 -3.90
C 3.18 -4.56 -2.58
C 4.68 -4.98 -2.44
O 5.51 -3.89 -2.73
C 6.86 -4.18 -2.86
N 2.75 -3.74 -1.47
H 1.74 -3.62 -4.04
H 2.98 -4.55 -4.75
H 3.40 -3.00 -4.04
H 2.43 -5.35 -2.54
H 4.69 -5.81 -3.15
H 4.85 -5.39 -1.45
H 7.31 -3.21 -3.12
H 7.10 -4.86 -3.68
H 7.18 -4.52 -1.88
H 2.92 -4.30 -0.65
H 3.35 -2.93 -1.50
C -0.41 -4.63 -1.47
C -0.44 -3.14 -1.06
C -0.04 -2.80 0.45
O -0.39 -1.47 0.86
C -0.80 -1.27 2.25
N 0.41 -2.26 -1.92
H 0.52 -5.17 -1.30
H -0.56 -4.62 -2.55
H -1.24 -5.21 -1.07
H -1.45 -2.74 -1.05
H 1.04 -2.83 0.55
H -0.52 -3.47 1.16
H -1.01 -0.21 2.38
H 0.08 -1.55 2.82
H -1.71 -1.85 2.42
H 1.34 -2.66 -1.89
H 0.12 -2.42 -2.87
C -4.42 2.03 -0.35
C -3.16 1.79 0.50
C -3.36 1.58 1.97
O -3.93 2.69 2.66
C -3.01 3.78 2.85
N -2.49 0.66 -0.15
H -4.46 2.04 -1.44
H -4.74 3.07 -0.22
H -5.27 1.43 -0.03
H -2.62 2.72 0.33
H -2.40 1.40 2.46
H -4.01 0.75 2.26
H -2.16 3.39 3.42
H -3.54 4.52 3.44
H -2.70 4.23 1.91
H -2.70 0.86 -1.12
H -2.99 -0.19 0.03
C -4.24 -3.73 -1.27
C -4.24 -2.21 -1.15
C -5.40 -1.60 -1.98
O -6.73 -2.14 -1.67
C -7.83 -1.68 -2.41
N -4.46 -1.82 0.22
H -5.13 -4.24 -0.91
H -3.49 -4.09 -0.57
H -3.90 -3.94 -2.29
H -3.24 -1.87 -1.44
H -5.22 -1.85 -3.03
H -5.34 -0.53 -1.77
H -7.79 -0.60 -2.25
H -8.86 -1.94 -2.13
H -7.84 -1.92 -3.47
H -4.69 -0.87 0.46
H -5.30 -2.35 0.38

Atomic partial charges in e from the Mulliken method, atoms 1 to 6:
1. Be 1.2530
2. C -0.9210
3. C 0.5756
4. C -1.4049
5. O -0.4660
6. H -0.1767

***

C2H10N2 as an isolated structure. Source: the Open Molecules 2025 dataset; level of theory: ωB97M-V with the def2-TZVPD basis set.

As for the HOMO energy: -8.4749 eV. Its LUMO energy is 0.74 eV. The value obtained for the molar mass is 62.12 g mol⁻¹.

CARTESIAN COORDINATES (ANGSTROEM)
C 0.90 -1.41 -1.17
N -0.09 -1.47 -0.37
H -0.78 -2.17 -0.64
H -0.90 0.10 0.12
H 0.98 -1.96 -2.11
H 1.86 -1.04 -0.81
H 0.62 1.63 -1.94
C -1.02 1.02 0.91
N -0.07 0.78 1.99
H 0.88 0.91 1.64
H -0.12 -0.20 2.28
H -2.02 0.91 1.35
H -0.97 2.08 0.68
H 0.73 0.82 -1.94

Atomic partial charges in e from the natural (NBO) method, atoms 1 to 6:
1. C -0.0431
2. N -0.6145
3. H 0.3491
4. H 0.2121
5. H 0.1532
6. H 0.1704